Density functional theory data (ωB97M-V/def2-TZVPD) for a cluster of 2 separate species, C4H9NO in total.

## Properties
orbital gap = 10.46 eV
HOMO = -9.548 eV
F_max = 0.64 eV Å⁻¹
electronic energy = -287.7247 Eh

Geometry as XYZ:
```
15
C4H9NO (ωB97M-V/def2-TZVPD)
H 1.712 -1.089 -0.473
H 1.908 0.821 -2.102
H -1.504 -1.524 0.604
C 0.150 0.296 -1.063
H -2.619 -0.144 1.088
H -0.770 0.891 2.102
H 1.864 1.278 -0.301
H -0.280 -0.245 -1.904
C -1.617 -0.460 0.795
H -1.254 1.507 -0.055
O 1.253 -1.725 0.097
N -0.467 0.165 1.458
C -0.787 0.533 0.080
C 1.369 0.827 -1.160
H 1.022 -1.174 0.864
```



Density functional theory data (ωB97M-V/def2-TZVPD) for a cluster of 2 separate species, C2H7N2O in total at a distorted geometry.

## Properties
total charge = -1
orbital gap (alpha / beta) = 7.19 / 7.12 eV
HOMO (alpha / beta) = -2.681 / -2.616 eV
F_max = 3.85 eV Å⁻¹
electronic energy = -264.9567 Eh

Geometry as XYZ:
```
12
C2H7N2O (ωB97M-V/def2-TZVPD)
H 0.010 -1.703 -0.298
H 1.728 -0.383 1.411
N 1.373 0.366 0.769
H -0.344 2.159 -0.215
N -0.074 0.237 0.537
C -0.463 1.138 -0.504
H -1.492 -0.900 -0.370
C -0.623 -1.076 0.343
O 1.994 -0.171 -0.982
H -1.016 -1.480 1.313
H 0.418 0.830 -1.156
H -1.511 0.983 -0.849
```